Molecular formula: CHEuO2
Method: DFT, ωB97M-V/def2-TZVPD

Expectation value of S²: 15.762
Frontier orbital gap (spin up / spin down), eV: 6.57 / 6.62
HOMO energy (spin up / spin down), eV: -12.342 / -12.331
Multiplicity: 8
M, g mol⁻¹: 197.0
E, eV: -24467.177
Total charge: +1

The geometry in XYZ format:
```
5
CHEuO2 (ωB97M-V/def2-TZVPD)
H -2.07 0.21 -0.63
O -0.08 0.25 0.58
C 0.76 -0.66 0.85
O 1.92 -1.01 0.81
Eu -0.53 1.21 -1.61
```